# 1
Formula: C2H2O2S
Source: the OMol25 dataset
Level of theory: wB97M-V/def2-TZVPD

Output
E_HOMO	-9.285	eV
Kohn-Sham gap	8.7	eV
maximum force	1.7	eV/Å
electronic energy	-17034.24494	eV

ORCA input file:
```
! RIJCOSX wB97M-V def2-TZVPD def2/J DEFGRID3
* xyz 0 1
C 1.461 0.123 0.014
C -0.699 -0.639 -0.384
O 1.269 1.229 -0.245
O 1.839 -0.909 0.353
S -1.735 0.349 0.408
H -1.022 -1.674 -0.250
H -1.113 1.521 0.103
*
```

# 2
Formula: C2H2O2S2
Source: the OMol25 dataset
Level of theory: wB97M-V/def2-TZVPD

Output
E_HOMO	-9.850	eV
Kohn-Sham gap	9.5	eV
maximum force	2.8	eV/Å
electronic energy	-27871.18953	eV

ORCA input file:
```
! RIJCOSX wB97M-V def2-TZVPD def2/J DEFGRID3
* xyz 0 1
O -1.266 -1.086 -0.583
C -0.130 -0.834 -0.385
S 1.398 -1.428 -0.994
C 0.118 0.511 0.513
O 1.125 0.660 1.112
S -1.274 1.609 0.726
H 1.957 -0.592 -0.080
H -1.929 1.161 -0.307
*
```

# 3
Formula: C2H2O2S2
Source: the OMol25 dataset
Level of theory: wB97M-V/def2-TZVPD

Output
E_HOMO	-10.269	eV
Kohn-Sham gap	10.5	eV
maximum force	1.9	eV/Å
electronic energy	-27867.46875	eV

ORCA input file:
```
! RIJCOSX wB97M-V def2-TZVPD def2/J DEFGRID3
* xyz 0 1
C -2.064 -0.390 -0.474
C -0.909 -0.692 -0.385
O 0.356 -0.951 -0.228
S 1.235 0.356 0.252
O 0.931 1.476 -0.578
S 3.025 -0.170 0.579
H -3.086 -0.210 -0.610
H 0.511 0.580 1.444
*
```